The following is a DFT calculation (wB97M-V/def2-TZVPD) of an isolated molecule of C4H6N2O.

The geometry in XYZ format:
```
13
Properties=species:S:1:pos:R:3
N -0.05 -1.91 -0.65
C -0.33 -0.60 -0.51
C -1.12 0.18 -1.34
C -0.94 1.41 -0.70
N -0.25 1.44 0.50
C 0.22 0.09 0.73
O 1.62 -0.04 0.84
H 0.82 -2.26 -0.25
H -0.36 -2.33 -1.51
H -1.31 2.37 -1.05
H 0.29 2.24 0.81
H -0.29 -0.32 1.61
H 1.85 -0.17 1.77
```

Output
SMILES   NC1=C=CN[C@@H]1O
LUMO level   0.17 eV
Gap between HOMO and LUMO   7.6084 eV
HOMO   -7.44 eV
Relative energy (zero: lowest compared OMol25 entry of this formula, charge and spin)   332.4 kJ/mol
Maximum force   0.01017 hartree/bohr
Electronic energy   -340.66829 hartree

Atom charges from the Mulliken analysis, given in e for atoms 1 to 5: -0.4154, 0.5119, -0.9937, -0.1783, -0.1813

The following is a DFT calculation (wB97M-V/def2-TZVPD) of an isolated molecule of C19H33F2O5PSi2.

The geometry in XYZ format:
```
62
Properties=species:S:1:pos:R:3
C 5.49 -1.81 0.77
C 5.78 -0.47 1.62
C 6.00 0.84 0.70
O 6.91 1.63 1.06
O 5.19 1.12 -0.45
C 3.83 1.20 0.07
C 2.80 1.94 -0.91
Si 1.26 0.85 -1.37
C 1.97 -0.85 -1.90
C 2.09 -1.06 -3.51
C 0.33 1.80 -2.75
P -1.09 0.88 -3.56
O -0.73 0.15 -4.86
O -2.24 2.09 -4.00
O -1.92 -0.19 -2.54
C 0.22 0.58 0.24
F 1.11 0.33 1.38
F -0.51 -0.65 0.05
C -0.69 1.83 0.66
C -2.27 1.53 0.66
Si -2.94 0.62 2.21
C -4.06 1.67 3.35
C -1.45 -0.06 3.27
C -3.82 -0.98 1.54
C -4.74 -0.79 0.28
C -5.46 -2.01 -0.36
C -5.24 -3.42 0.25
C -4.35 -3.58 1.51
C -3.60 -2.38 2.19
H 6.39 -2.50 0.94
H 4.58 -2.37 1.19
H 5.40 -1.62 -0.36
H 4.87 -0.30 2.31
H 6.68 -0.65 2.32
H 3.88 1.81 1.05
H 3.45 0.15 0.35
H 3.35 2.10 -1.92
H 2.48 2.99 -0.56
H 3.05 -0.95 -1.50
H 1.40 -1.74 -1.42
H 3.18 -1.33 -3.76
H 1.46 -1.97 -3.78
H 1.85 -0.12 -4.12
H 0.00 2.84 -2.40
H 1.11 1.99 -3.59
H -3.02 1.66 -4.41
H -1.57 -1.11 -2.65
H -0.35 2.28 1.67
H -0.50 2.65 -0.13
H -2.59 1.00 -0.32
H -2.81 2.56 0.63
H -4.33 2.68 2.90
H -3.45 1.88 4.32
H -4.98 1.07 3.72
H -1.86 -0.23 4.34
H -1.16 -1.09 2.87
H -0.57 0.66 3.30
H -4.91 0.22 -0.23
H -6.13 -1.92 -1.30
H -5.70 -4.38 -0.17
H -4.15 -4.61 2.00
H -2.92 -2.48 3.09
```

Output
SMILES   CCC(=O)OCC[Si@](CC)(CP(=O)(O)O)C(F)(F)CC[Si](C)(C)c1ccccc1
LUMO level   0.27 eV
Gap between HOMO and LUMO   9.0134 eV
HOMO   -8.74 eV
Relative energy (zero: lowest compared OMol25 entry of this formula, charge and spin)   688.0 kJ/mol
Maximum force   0.09987 hartree/bohr
Electronic energy   -2239.93722 hartree

Atom charges from the Mulliken analysis, given in e for atoms 1 to 5: -0.8240, -0.2426, 0.4483, -0.5746, -0.3721

The following is a DFT calculation (wB97M-V/def2-TZVPD) of an isolated molecule of C4H10N2.

The geometry in XYZ format:
```
16
Properties=species:S:1:pos:R:3
C -2.15 -0.62 1.24
C -0.94 0.24 1.58
C -0.10 0.61 0.38
N 0.42 -0.60 -0.24
C 1.20 -0.54 -1.21
N 1.69 0.64 -1.83
H -1.82 -1.46 0.62
H -2.87 -0.05 0.65
H -2.66 -0.94 2.14
H -0.30 -0.32 2.27
H -1.30 1.13 2.10
H -0.67 1.15 -0.39
H 0.75 1.23 0.71
H 1.50 -1.42 -1.78
H 2.68 0.78 -1.91
H 1.20 1.45 -1.49
```

Output
SMILES   CCC/N=C\N
LUMO level   1.03 eV
Gap between HOMO and LUMO   10.2631 eV
HOMO   -9.23 eV
Relative energy (zero: lowest compared OMol25 entry of this formula, charge and spin)   62.7 kJ/mol
Maximum force   0.02927 hartree/bohr
Electronic energy   -267.90144 hartree

Atom charges from the Mulliken analysis, given in e for atoms 1 to 5: -1.1548, -0.5240, -0.6674, -0.3610, 0.0140

- Among the records above, which one has the lowest HOMO?
  C4H10N2

Please write out number 3 again, unchanged.
The following is a DFT calculation (wB97M-V/def2-TZVPD) of an isolated molecule of C4H10N2.

The geometry in XYZ format:
```
16
Properties=species:S:1:pos:R:3
C -2.15 -0.62 1.24
C -0.94 0.24 1.58
C -0.10 0.61 0.38
N 0.42 -0.60 -0.24
C 1.20 -0.54 -1.21
N 1.69 0.64 -1.83
H -1.82 -1.46 0.62
H -2.87 -0.05 0.65
H -2.66 -0.94 2.14
H -0.30 -0.32 2.27
H -1.30 1.13 2.10
H -0.67 1.15 -0.39
H 0.75 1.23 0.71
H 1.50 -1.42 -1.78
H 2.68 0.78 -1.91
H 1.20 1.45 -1.49
```

Output
SMILES   CCC/N=C\N
LUMO level   1.03 eV
Gap between HOMO and LUMO   10.2631 eV
HOMO   -9.23 eV
Relative energy (zero: lowest compared OMol25 entry of this formula, charge and spin)   62.7 kJ/mol
Maximum force   0.02927 hartree/bohr
Electronic energy   -267.90144 hartree

Atom charges from the Mulliken analysis, given in e for atoms 1 to 5: -1.1548, -0.5240, -0.6674, -0.3610, 0.0140

- Look up the LUMO level of the third one.
  1.03 eV

- The lowest electronic energy belongs to which entry?
  C19H33F2O5PSi2